{"formula": "C62H126O16", "method": "ωB97M-V/def2-TZVPD", "energy_ev": -99084.89959, "e_above_lowest_kcal_mol": 0.0, "homo_energy_ev": -9.319, "orbital_gap_ev": 9.85, "lumo_energy_ev": 0.5, "symbols": ["C", "C", "C", "O", "C", "H", "H", "H", "H", "H", "H", "H", "H", "C", "C", "C", "O", "C", "H", "H", "H", "H", "H", "H", "H", "H", "C", "C", "C", "O", "C", "H", "H", "H", "H", "H", "H", "H", "H", "C", "C", "C", "O", "C", "H", "H", "H", "H", "H", "H", "H", "H", "C", "C", "C", "O", "C", "H", "H", "H", "H", "H", "H", "H", "H", "C", "C", "C", "O", "C", "H", "H", "H", "H", "H", "H", "H", "H", "C", "C", "C", "O", "C", "H", "H", "H", "H", "H", "H", "H", "H", "C", "C", "C", "O", "C", "H", "H", "H", "H", "H", "H", "H", "H", "C", "C", "C", "O", "C", "H", "H", "H", "H", "H", "H", "H", "H", "C", "C", "C", "O", "C", "H", "H", "H", "H", "H", "H", "H", "H", "C", "C", "C", "O", "C", "H", "H", "H", "H", "H", "H", "H", "H", "C", "C", "C", "O", "C", "H", "H", "H", "H", "H", "H", "H", "H", "C", "C", "C", "O", "C", "H", "H", "H", "H", "H", "H", "H", "H", "C", "C", "C", "O", "C", "H", "H", "H", "H", "H", "H", "H", "H", "C", "C", "C", "O", "C", "H", "H", "H", "H", "H", "H", "H", "H", "C", "C", "O", "H", "H", "H", "H", "H", "H"], "positions_angstrom": [[-10.2036, 0.2763, 22.7692], [-9.3918, 0.9024, 21.6833], [-10.3370, 2.0154, 21.1578], [-11.4906, 1.9788, 22.0075], [-11.1540, 1.3246, 23.1834], [-9.7493, -0.1896, 23.6436], [-10.8260, -0.4916, 22.3097], [-9.0103, 0.1463, 20.9970], [-8.4305, 1.2265, 22.0821], [-10.6768, 1.7336, 20.1612], [-9.8374, 2.9838, 21.1317], [-12.0400, 0.9912, 23.7238], [-10.6534, 2.0557, 23.8180], [-12.7741, 7.2382, 22.3730], [-12.1526, 8.6062, 21.9946], [-10.7152, 8.4970, 22.5729], [-10.5803, 7.2017, 23.0866], [-11.5200, 6.4329, 22.3926], [-13.5640, 6.9043, 21.7002], [-13.1363, 7.2133, 23.4008], [-12.7408, 9.4936, 22.2282], [-12.0881, 8.8311, 20.9300], [-10.4586, 9.1502, 23.4069], [-9.9885, 8.6214, 21.7700], [-11.7570, 5.4647, 22.8336], [-10.9914, 6.2190, 21.4636], [-14.7866, 8.4640, 27.5286], [-13.6551, 7.7488, 26.8059], [-12.5306, 8.8187, 26.8922], [-13.2057, 10.0737, 26.9514], [-14.5825, 9.9438, 27.1814], [-14.6783, 8.3064, 28.6017], [-15.6827, 7.9256, 27.2199], [-13.9113, 7.5082, 25.7741], [-13.4247, 6.7781, 27.2450], [-11.8201, 8.7292, 26.0704], [-11.9319, 8.7353, 27.7992], [-15.0367, 9.9943, 26.1919], [-15.0831, 10.7832, 27.6640], [-9.8899, 5.1350, 29.2963], [-10.3475, 4.8857, 30.7125], [-11.1074, 3.4695, 30.5508], [-11.0393, 3.1326, 29.1525], [-10.7133, 4.3203, 28.3842], [-8.8858, 4.7162, 29.2290], [-9.8885, 6.1967, 29.0495], [-11.1025, 5.6535, 30.8814], [-9.4916, 4.9327, 31.3858], [-12.1294, 3.6605, 30.8780], [-10.7823, 2.6862, 31.2356], [-11.5826, 4.8967, 28.0676], [-10.1459, 4.0107, 27.5065], [-5.5706, 0.9629, 20.6197], [-5.3851, 1.6738, 22.0201], [-4.9853, 3.1416, 21.6825], [-5.3669, 3.2747, 20.3346], [-5.2358, 2.0743, 19.6507], [-6.6028, 0.6238, 20.5317], [-4.8815, 0.1443, 20.4123], [-4.5588, 1.1546, 22.5057], [-6.2812, 1.6322, 22.6393], [-3.9027, 3.2557, 21.7367], [-5.4970, 3.8958, 22.2803], [-4.2538, 2.1270, 19.1807], [-6.0176, 2.2618, 18.9146], [-6.9276, 9.6939, 27.9676], [-7.9639, 8.6727, 27.7619], [-7.3086, 7.4773, 28.3151], [-5.9278, 7.6260, 27.8999], [-5.5546, 9.0214, 27.7601], [-6.9036, 10.0374, 29.0018], [-7.0783, 10.6235, 27.4187], [-8.1600, 8.4390, 26.7154], [-8.8960, 8.9021, 28.2783], [-7.7107, 6.5756, 27.8530], [-7.4516, 7.4228, 29.3943], [-5.1820, 9.1648, 26.7458], [-4.8207, 9.2020, 28.5455], [-9.9116, -0.8432, 27.9838], [-8.9945, -1.3890, 26.8700], [-8.0318, -0.3048, 26.4501], [-8.7100, 0.8453, 26.9819], [-10.0402, 0.5471, 27.4683], [-9.4373, -0.8735, 28.9647], [-10.8589, -1.3820, 27.9593], [-9.6549, -1.6326, 26.0377], [-8.4297, -2.2914, 27.1040], [-7.9641, -0.3717, 25.3643], [-7.0878, -0.5218, 26.9500], [-10.6410, 0.6341, 26.5631], [-10.2722, 1.2394, 28.2777], [-4.3458, 7.0920, 24.3327], [-3.3437, 6.3626, 23.4561], [-1.9651, 7.0888, 23.7349], [-2.3840, 8.3728, 24.2336], [-3.6241, 8.2888, 24.9355], [-4.6232, 6.5039, 25.2075], [-5.2439, 7.3046, 23.7528], [-3.5981, 6.4143, 22.3974], [-3.3524, 5.2939, 23.6704], [-1.2464, 7.0643, 22.9157], [-1.5599, 6.4307, 24.5035], [-4.1795, 9.2116, 24.7678], [-3.3716, 8.0865, 25.9764], [-13.7423, 0.1605, 26.8899], [-14.0081, 0.8963, 28.2235], [-14.0336, -0.2165, 29.3241], [-13.9964, -1.4740, 28.6167], [-14.2426, -1.2734, 27.2012], [-12.6933, 0.0084, 26.6358], [-14.2482, 0.7174, 26.1013], [-15.0436, 1.2279, 28.3003], [-13.4016, 1.7856, 28.3950], [-14.9202, 0.0016, 29.9195], [-13.0800, 0.0886, 29.7549], [-15.3220, -1.2104, 27.0632], [-13.9272, -2.0589, 26.5145], [-12.8480, 4.3743, 19.1193], [-13.2868, 3.2985, 18.1809], [-14.7756, 3.1644, 18.3328], [-14.8462, 3.2886, 19.7369], [-13.9011, 4.2329, 20.2146], [-12.8630, 5.4094, 18.7782], [-11.8504, 4.1045, 19.4656], [-12.7649, 2.3467, 18.2798], [-13.0544, 3.5293, 17.1413], [-15.1888, 2.1987, 18.0419], [-15.2847, 3.9745, 17.8106], [-13.5959, 3.8006, 21.1675], [-14.3969, 5.1910, 20.3703], [-4.9640, 5.0774, 30.9872], [-6.2707, 4.8664, 31.6682], [-6.0767, 5.3937, 33.0767], [-4.6734, 5.3994, 33.2672], [-4.0920, 5.7560, 32.0232], [-4.9943, 5.7195, 30.1069], [-4.5719, 4.1260, 30.6280], [-6.7286, 3.8781, 31.6254], [-6.9897, 5.4959, 31.1439], [-6.5139, 4.8960, 33.9423], [-6.3018, 6.4570, 33.1583], [-3.0310, 5.5070, 32.0052], [-4.1392, 6.8424, 31.9481], [-8.6682, 11.0974, 24.8351], [-7.2644, 10.6094, 24.4101], [-7.5980, 9.9138, 23.0622], [-8.5124, 10.8151, 22.4818], [-9.1313, 11.6083, 23.4669], [-8.5816, 11.8778, 25.5911], [-9.3041, 10.2780, 25.1704], [-6.8043, 9.8013, 24.9788], [-6.5674, 11.4454, 24.3524], [-8.0849, 8.9900, 23.3747], [-6.7568, 9.6386, 22.4259], [-10.1760, 11.3315, 23.3250], [-8.9406, 12.6692, 23.3050], [-15.4038, 3.2459, 25.1908], [-14.5842, 3.8143, 26.3478], [-13.1756, 3.7632, 25.8034], [-13.3419, 3.6454, 24.4752], [-14.5031, 2.9005, 24.0608], [-16.1351, 3.9390, 24.7751], [-16.0961, 2.4211, 25.3598], [-14.5727, 3.2894, 27.3030], [-14.8070, 4.8737, 26.4749], [-12.4664, 2.9921, 26.1047], [-12.7840, 4.7587, 26.0128], [-14.3226, 1.8263, 24.0184], [-14.9117, 3.1644, 23.0854], [-8.9838, 7.5050, 18.8895], [-8.1306, 6.8752, 19.9898], [-8.6646, 5.4361, 20.0162], [-9.7698, 5.4086, 19.1539], [-9.5777, 6.3066, 18.0948], [-8.4608, 8.1953, 18.2277], [-9.8036, 8.0200, 19.3904], [-8.1863, 7.2650, 21.0062], [-7.1326, 6.9591, 19.5596], [-8.9953, 5.1446, 21.0131], [-7.9443, 4.7494, 19.5716], [-10.5211, 6.4080, 17.5585], [-8.9007, 5.9654, 17.3117], [-4.7463, 2.9066, 25.8183], [-6.1159, 3.0198, 26.3858], [-5.7726, 2.3789, 27.8070], [-4.9240, 1.3063, 27.4560], [-4.1021, 1.6704, 26.3485], [-4.2065, 3.7895, 26.1610], [-4.8138, 2.8939, 24.7305], [-6.7307, 2.3590, 25.7747], [-6.4456, 4.0586, 26.3717], [-6.6433, 1.9638, 28.3147], [-5.1965, 3.0016, 28.4915], [-4.0508, 0.8767, 25.6032], [-3.1126, 1.7962, 26.7880], [-9.5527, 4.3080, 24.8290], [-8.9786, 5.5613, 25.4510], [-10.0867, 6.4693, 25.4647], [-10.5665, 3.9781, 25.0557], [-8.7926, 3.5514, 25.0236], [-9.5177, 4.3792, 23.7419], [-8.1580, 5.9134, 24.8259], [-8.6997, 5.2752, 26.4651], [-10.4316, 6.6336, 24.5839]], "lowdin_charge": [-0.1786, -0.1483, -0.1428, -0.1233, -0.2491, 0.1073, 0.1227, 0.1070, 0.0844, 0.1180, 0.0997, 0.1219, 0.1024, -0.1126, -0.1160, -0.1708, -0.1736, -0.2180, 0.1063, 0.1103, 0.1053, 0.1030, 0.1070, 0.1041, 0.1258, 0.1197, -0.1701, -0.1637, -0.1749, -0.1380, -0.2067, 0.1093, 0.1108, 0.0997, 0.0923, 0.1013, 0.1102, 0.1065, 0.1220, -0.2139, -0.1174, -0.1482, -0.1675, -0.1841, 0.1115, 0.1151, 0.1043, 0.0945, 0.1001, 0.1107, 0.1129, 0.1090, -0.1244, -0.1318, -0.1987, -0.1726, -0.2295, 0.0869, 0.1071, 0.0974, 0.0834, 0.1121, 0.1130, 0.1223, 0.1219, -0.1774, -0.1960, -0.2153, -0.1557, -0.1433, 0.1158, 0.1024, 0.1110, 0.1255, 0.0915, 0.1161, 0.0766, 0.1210, -0.1422, -0.1816, -0.1945, -0.1688, -0.1938, 0.1211, 0.1093, 0.1018, 0.1118, 0.1054, 0.1160, 0.1052, 0.1083, -0.1684, -0.1606, -0.1579, -0.1447, -0.2001, 0.0981, 0.1019, 0.1008, 0.0878, 0.1162, 0.1046, 0.1097, 0.1156, -0.1405, -0.1719, -0.1728, -0.1389, -0.1758, 0.0817, 0.0910, 0.0974, 0.0887, 0.1157, 0.1085, 0.1082, 0.1189, -0.1542, -0.1961, -0.1995, -0.1478, -0.1960, 0.1149, 0.0904, 0.1138, 0.1102, 0.1245, 0.1183, 0.1060, 0.1016, -0.1738, -0.1753, -0.1942, -0.1513, -0.1978, 0.1056, 0.1041, 0.1152, 0.0863, 0.1245, 0.1155, 0.1234, 0.1150, -0.1436, -0.1573, -0.2056, -0.1496, -0.2077, 0.1109, 0.1001, 0.0848, 0.1189, 0.0987, 0.1230, 0.1075, 0.1232, -0.1721, -0.1167, -0.2767, -0.1392, -0.1679, 0.1092, 0.1100, 0.0892, 0.0985, 0.1177, 0.1013, 0.1024, 0.1207, -0.1462, -0.1408, -0.2047, -0.1800, -0.1840, 0.1088, 0.0943, 0.0949, 0.1095, 0.1017, 0.1170, 0.1182, 0.1140, -0.2164, -0.1251, -0.1619, -0.1579, -0.1877, 0.1136, 0.0960, 0.0986, 0.1025, 0.1081, 0.1047, 0.1151, 0.1186, -0.0862, -0.2836, -0.1031, 0.0612, 0.0630, 0.0664, 0.1154, 0.0764, 0.0089]}